Record 1
{"formula": "C13H39BrN11O20", "method": "ωB97M-V with the def2-TZVPD basis set", "total_charge": 1, "e_tot_ha": -5198.69368, "e_homo_ha": -0.4434, "homo_lumo_gap_ev": 8.32, "mol_weight_da": 749.42, "symbols": ["C", "C", "C", "N", "Br", "H", "H", "H", "H", "H", "H", "H", "H", "H", "C", "N", "O", "O", "H", "H", "H", "C", "N", "O", "O", "H", "H", "H", "C", "N", "O", "O", "H", "H", "H", "C", "N", "O", "O", "H", "H", "H", "C", "N", "O", "O", "H", "H", "H", "C", "N", "O", "O", "H", "H", "H", "C", "N", "O", "O", "H", "H", "H", "C", "N", "O", "O", "H", "H", "H", "C", "N", "O", "O", "H", "H", "H", "C", "N", "O", "O", "H", "H", "H"], "coordinates": [[-0.35506, 0.36943, -0.90914], [-1.36570, 1.02463, -1.85508], [-1.06960, 0.87342, -3.34182], [0.03939, 1.81303, -3.72509], [-0.54357, -0.90546, -3.87422], [-0.55793, 0.68333, 0.11807], [0.68515, 0.61363, -1.15715], [-0.47810, -0.71584, -0.93934], [-1.43243, 2.10631, -1.65728], [-2.36277, 0.60909, -1.67448], [-1.94224, 1.13816, -3.94218], [0.34256, 1.72089, -4.71609], [-0.22738, 2.78947, -3.57260], [0.85391, 1.62070, -3.13681], [1.18992, 4.11772, -6.90383], [1.33550, 2.67248, -7.21190], [1.69078, 2.32000, -8.29385], [1.10455, 1.90009, -6.27801], [1.51235, 4.69261, -7.76405], [0.14324, 4.29741, -6.67951], [1.80516, 4.31024, -6.03114], [0.17836, -2.94553, 1.16006], [0.76033, -1.64547, 1.58154], [0.05487, -0.86205, 2.17840], [1.91145, -1.42924, 1.26672], [-0.84550, -2.98854, 1.50962], [0.23552, -2.97921, 0.07557], [0.79368, -3.72354, 1.59961], [-4.26701, 0.20532, 2.80353], [-3.59507, -0.84123, 1.99268], [-3.38411, -1.91070, 2.50454], [-3.29580, -0.54463, 0.85014], [-4.42071, -0.18954, 3.79930], [-3.61710, 1.07450, 2.81924], [-5.20612, 0.43438, 2.30727], [-0.30828, 1.13960, 5.08329], [-1.74314, 1.21548, 5.47571], [-2.46313, 0.25847, 5.29915], [-2.11816, 2.27349, 5.94148], [-0.09277, 0.16469, 4.66605], [-0.14873, 1.93358, 4.35868], [0.27036, 1.33200, 5.98188], [-1.22001, 6.42929, -3.24261], [-0.15047, 5.71840, -3.99726], [0.15277, 4.58492, -3.64938], [0.33871, 6.29891, -4.93217], [-1.56252, 5.78569, -2.44135], [-0.78216, 7.34614, -2.85793], [-2.00972, 6.66285, -3.95088], [0.64905, -1.77858, -7.29077], [0.77404, -3.24306, -7.51466], [1.09898, -3.63207, -8.60796], [0.53474, -3.95257, -6.55695], [0.88686, -1.26250, -8.21385], [-0.37458, -1.59262, -6.98168], [1.34217, -1.51438, -6.49916], [-0.59245, -6.88618, -6.32856], [-0.90914, -8.33303, -6.18359], [-0.85469, -9.02837, -7.17141], [-1.20338, -8.71467, -5.07184], [-0.34717, -6.68260, -7.36359], [-1.47094, -6.33526, -6.00664], [0.24603, -6.67131, -5.67409], [-2.13403, 5.56739, 6.03244], [-1.45607, 6.55817, 5.15390], [-0.27052, 6.74193, 5.31174], [-2.14206, 7.10748, 4.31878], [-1.40090, 5.15338, 6.71353], [-2.92829, 6.08661, 6.56031], [-2.54882, 4.79922, 5.38767], [1.65248, -3.71955, 6.26434], [1.12320, -2.87582, 5.16331], [1.29275, -3.25320, 4.02047], [0.55955, -1.84950, 5.47637], [2.12246, -4.59173, 5.82599], [2.36548, -3.12411, 6.82934], [0.80749, -3.98919, 6.89175], [6.13634, -2.59926, 9.03221], [4.98170, -3.14051, 8.26736], [5.15561, -4.12024, 7.58212], [3.92315, -2.55567, 8.38333], [6.99814, -3.22286, 8.82775], [6.28781, -1.57599, 8.70203], [5.86170, -2.61866, 10.08263]], "atomic_forces_ev_per_a": [[-0.247, 0.017, -0.056], [-0.069, -0.125, 0.098], [-0.154, 0.246, 0.099], [0.067, -0.562, -0.046], [-0.042, 0.067, 0.023], [0.121, -0.011, -0.173], [-0.099, -0.036, 0.130], [0.127, 0.141, -0.025], [-0.056, -0.169, -0.037], [0.162, 0.066, 0.033], [0.227, -0.024, 0.015], [-0.063, 0.128, 0.197], [-0.011, 0.096, 0.041], [0.011, 0.020, -0.037], [0.112, 0.104, -0.181], [0.104, 0.097, 0.329], [-0.005, -0.047, -0.256], [-0.108, -0.278, -0.092], [0.000, -0.053, -0.023], [0.006, -0.026, 0.027], [-0.071, 0.056, 0.007], [-0.099, -0.049, 0.101], [0.112, 0.029, -0.144], [-0.241, 0.147, 0.130], [0.088, -0.018, -0.055], [-0.045, 0.010, 0.048], [0.053, -0.025, -0.002], [0.001, 0.003, -0.033], [-0.163, -0.052, 0.147], [0.076, 0.099, 0.083], [0.050, -0.252, 0.035], [0.117, 0.123, -0.304], [0.012, 0.025, 0.004], [-0.024, 0.001, -0.051], [0.034, 0.048, -0.027], [0.023, -0.095, -0.071], [-0.038, 0.097, -0.048], [0.148, -0.168, -0.069], [-0.032, 0.214, 0.080], [-0.100, -0.040, 0.016], [0.023, 0.027, 0.051], [0.009, 0.020, -0.011], [0.029, -0.021, 0.204], [-0.376, 0.491, -0.228], [0.127, -0.124, 0.027], [0.100, -0.158, 0.165], [0.009, 0.001, -0.020], [-0.001, 0.017, -0.040], [0.030, 0.014, -0.021], [0.038, 0.141, -0.213], [0.006, 0.068, 0.077], [0.036, -0.049, -0.184], [-0.074, -0.081, 0.186], [0.014, -0.048, -0.009], [0.006, 0.004, 0.049], [-0.016, -0.001, 0.049], [0.046, 0.066, -0.097], [0.016, 0.111, -0.016], [0.012, -0.103, -0.168], [-0.047, -0.050, 0.197], [-0.002, -0.040, 0.007], [0.026, 0.010, 0.038], [-0.030, 0.012, 0.023], [0.025, -0.071, 0.109], [-0.060, -0.114, 0.039], [0.197, 0.027, 0.031], [-0.121, 0.083, -0.141], [0.003, 0.017, -0.018], [-0.016, 0.015, -0.049], [-0.037, 0.008, 0.028], [0.045, -0.150, 0.008], [0.108, -0.070, 0.016], [-0.032, 0.021, -0.022], [-0.027, 0.038, -0.009], [-0.010, 0.019, -0.008], [-0.080, -0.008, -0.010], [0.008, 0.044, 0.021], [0.101, -0.044, 0.013], [0.028, 0.020, 0.054], [0.055, -0.160, -0.128], [-0.097, 0.170, 0.065], [-0.017, 0.002, -0.003], [-0.026, 0.008, 0.030], [-0.014, 0.036, -0.008]]}

Record 2
{"formula": "C13H3Cl7O2ReTe", "method": "ωB97M-V with the def2-TZVPD basis set", "spin_multiplicity": 2, "e_tot_ha": -4215.13842, "e_homo_ha": [-0.2387, -0.2997], "homo_lumo_gap_ev": [4.53, 5.84], "mol_weight_da": 753.14, "symbols": ["Re", "Cl", "C", "C", "C", "Cl", "C", "O", "C", "C", "O", "C", "H", "H", "H", "Cl", "C", "C", "C", "Cl", "C", "Cl", "C", "Cl", "C", "Cl", "Te"], "coordinates": [[0.83276, -0.67091, 0.00000], [0.19856, 6.70909, 0.00000], [0.67346, 5.04979, 0.00000], [2.03486, 4.71689, 0.00000], [2.42576, 3.39979, 0.00000], [4.10856, 3.01789, 0.00000], [1.48626, 2.32439, 0.00000], [1.87026, 1.10279, 0.00000], [0.10256, 2.71289, 0.00000], [-0.90594, 1.71529, 0.00000], [-0.70504, 0.47939, 0.00000], [-0.27904, 4.06609, 0.00000], [2.77686, 5.49869, 0.00000], [-1.94944, 2.05459, 0.00000], [-1.33214, 4.30339, 0.00000], [-2.73164, -1.14681, 0.00000], [-1.76994, -2.56761, 0.00000], [-0.34654, -2.51751, 0.00000], [0.20266, -3.81641, 0.00000], [1.91716, -4.11531, 0.00000], [-0.51384, -5.01101, 0.00000], [0.28496, -6.53101, 0.00000], [-1.90214, -4.98101, 0.00000], [-2.82014, -6.42371, 0.00000], [-2.52534, -3.73861, 0.00000], [-4.23504, -3.68711, 0.00000], [3.10156, -1.94401, 0.00000]], "atomic_forces_ev_per_a": [[3.259, -2.672, 0.000], [0.028, 0.185, 0.000], [-0.445, -0.329, 0.000], [-0.130, -0.381, 0.000], [0.104, -0.145, 0.000], [-0.054, -0.047, 0.000], [-0.814, 0.846, 0.000], [0.358, -0.617, 0.000], [0.432, -0.413, 0.000], [0.564, 0.369, 0.000], [-2.244, 2.334, 0.000], [0.163, 0.266, 0.000], [0.107, 0.056, 0.000], [0.000, -0.135, 0.000], [-0.081, 0.148, 0.000], [-0.600, 0.171, 0.000], [0.471, -0.093, 0.000], [-0.169, -0.063, 0.000], [-0.224, -0.258, 0.000], [-1.428, -2.645, 0.000], [-0.281, -0.087, 0.000], [-0.101, -0.284, 0.000], [0.160, 0.237, 0.000], [0.020, -0.065, 0.000], [0.073, -0.264, 0.000], [-0.343, -0.105, 0.000], [1.175, 3.992, 0.000]]}

Record 3
{"formula": "C13H42N12O7", "method": "ωB97M-V with the def2-TZVPD basis set", "e_above_lowest_ev": 1.479, "e_tot_ha": -1704.42271, "e_homo_ha": -0.3250, "homo_lumo_gap_ev": 9.41, "mol_weight_da": 478.56, "symbols": ["C", "O", "C", "C", "C", "N", "H", "H", "H", "H", "H", "H", "H", "H", "H", "H", "H", "C", "O", "C", "C", "C", "N", "H", "H", "H", "H", "H", "H", "H", "H", "H", "H", "H", "N", "C", "N", "O", "H", "H", "H", "H", "N", "C", "N", "O", "H", "H", "H", "H", "N", "C", "N", "O", "H", "H", "H", "H", "N", "C", "N", "O", "H", "H", "H", "H", "N", "C", "N", "O", "H", "H", "H", "H"], "coordinates": [[-0.64376, 3.83545, 1.14242], [0.29633, 2.75621, 1.23922], [0.00850, 1.90628, 2.34011], [0.52671, 2.28225, 3.69659], [1.98849, 2.69868, 3.67060], [0.32062, 1.18536, 4.65860], [-1.66348, 3.53782, 1.39557], [-0.52285, 4.27726, 0.15723], [-0.36356, 4.56636, 1.90835], [-1.00132, 1.48323, 2.38778], [0.52672, 1.00563, 1.99456], [-0.06863, 3.07886, 4.16164], [2.15650, 3.75088, 3.43779], [2.49267, 2.09394, 2.91589], [2.52444, 2.62362, 4.61958], [0.83742, 1.42603, 5.49806], [-0.60292, 1.04525, 5.05125], [1.53111, 1.18241, -1.92807], [2.22768, -0.02004, -2.29784], [2.99031, -0.57178, -1.22343], [4.20631, 0.25830, -0.68098], [5.17137, -0.66092, 0.05587], [3.78962, 1.32398, 0.27269], [2.25234, 1.99767, -1.85974], [0.85229, 0.97644, -1.09994], [0.96934, 1.35342, -2.84843], [2.35224, -0.82809, -0.36834], [3.31252, -1.54892, -1.58649], [4.74198, 0.70684, -1.51897], [5.16198, -1.64025, -0.42324], [4.77015, -0.90068, 1.04746], [6.13165, -0.19235, 0.25855], [3.74616, 0.97662, 1.21954], [2.87702, 1.63697, -0.02746], [-0.99618, -4.14644, 2.01176], [-1.14155, -3.32226, 0.96153], [-1.14325, -3.98242, -0.22308], [-1.29925, -2.08600, 0.96496], [-0.69899, -5.09175, 1.86779], [-0.74181, -3.70795, 2.88380], [-0.75202, -4.88281, -0.42009], [-1.17139, -3.28045, -0.95488], [-4.35967, 1.81765, -5.90300], [-3.88424, 1.28203, -4.75450], [-4.85705, 0.96063, -3.86394], [-2.68625, 1.16069, -4.49687], [-3.67815, 2.09271, -6.58729], [-5.34940, 1.92431, -6.00743], [-5.85170, 1.01701, -3.96849], [-4.51337, 0.68123, -2.95490], [1.37702, -1.22591, 2.67721], [1.90021, -2.26765, 3.36219], [2.39835, -1.95699, 4.57870], [1.90383, -3.45340, 3.02044], [1.33417, -0.34500, 3.16389], [0.88806, -1.30425, 1.80217], [2.78051, -2.79412, 4.98918], [2.46014, -1.08951, 5.07685], [-1.14610, -0.92017, -3.19587], [-1.48775, -2.15892, -3.61818], [-2.54982, -2.09098, -4.47488], [-0.99238, -3.18849, -3.15360], [-1.50771, -0.09107, -3.65347], [-0.51390, -0.77930, -2.42771], [-3.03617, -2.92829, -4.73564], [-2.87278, -1.15418, -4.63480], [-1.82567, 0.51767, -0.04957], [-3.01424, 0.38132, -0.71478], [-3.27476, -0.92480, -1.00898], [-3.74543, 1.31094, -1.05184], [-1.43106, -0.38926, 0.16902], [-1.61346, 1.46704, 0.19739], [-4.04071, -1.03238, -1.64733], [-2.76201, -1.62121, -0.49221]], "atomic_forces_ev_per_a": [[0.998, 0.266, 0.833], [-1.397, 0.289, 0.490], [0.810, -1.948, -1.212], [-0.858, 1.370, 1.787], [0.426, 0.092, -0.190], [1.071, -1.072, 0.449], [-0.092, -0.244, -0.481], [-0.297, -0.052, -0.011], [-0.099, 0.315, -0.172], [-0.482, 0.893, -0.055], [0.380, -0.075, 0.481], [0.075, 0.646, -0.779], [-0.404, -0.050, -0.507], [0.316, 0.084, 0.085], [-0.313, -0.525, 0.158], [0.327, -0.056, -0.152], [-0.418, 0.247, -0.839], [0.355, -1.140, -1.923], [0.490, 0.131, 1.210], [0.380, -0.183, -0.089], [-0.675, -0.208, 0.629], [-0.888, -0.419, 0.528], [0.204, -0.042, -1.162], [-0.281, 0.212, 0.628], [0.155, 0.508, 0.311], [-0.403, 0.411, 0.310], [-0.249, 0.317, 0.152], [0.292, 0.135, -0.239], [-0.186, 0.137, -0.137], [0.877, 0.133, -0.245], [-0.190, 0.155, 0.057], [0.189, -0.255, -0.470], [-0.178, -0.203, -0.027], [-0.032, 0.332, 0.563], [-0.221, 0.989, 1.373], [0.347, -0.942, -1.107], [-0.512, 1.613, -0.660], [0.079, -0.648, 0.789], [0.129, 0.001, -0.011], [0.102, -0.228, -0.026], [0.079, -0.021, 0.128], [0.220, -0.885, -0.761], [0.454, -0.159, -0.197], [-0.426, 0.573, 0.528], [0.534, -0.871, 0.834], [-0.368, -0.198, -0.458], [-0.310, 0.081, -0.163], [0.081, 0.212, -0.432], [0.063, 0.210, -0.389], [-0.085, 0.412, 0.205], [0.333, 0.454, -0.112], [-0.731, -0.653, -0.372], [0.830, -0.735, 1.036], [-0.112, 0.632, -0.484], [-0.253, -0.018, 0.017], [-0.074, -0.455, 0.099], [0.080, 0.332, 0.372], [-0.208, 0.197, -0.403], [0.739, 0.651, -0.150], [-0.209, 0.125, 1.306], [0.492, -0.360, -0.144], [-0.352, 0.131, -0.397], [-0.088, -0.108, 0.229], [0.212, -0.343, -0.227], [0.001, 0.171, -0.124], [-0.559, -0.197, -0.396], [-1.468, 0.080, -0.917], [0.432, -0.099, 0.032], [-0.454, 0.971, 0.088], [0.131, -0.169, -0.153], [0.877, 0.719, 0.777], [0.668, -0.335, 0.373], [0.003, -0.850, 0.283], [-0.359, -0.484, -0.363]]}